(1)
A molecular structure, C3H4OS2, computed with ωB97M-V/def2-TZVPD.

The geometry in XYZ format:
```
10
Properties=species:S:1:pos:R:3:forces:R:3
C -0.5168 1.1806 0.3098 0.3100 1.1992 -2.7771
C -0.8773 -0.3436 0.0165 -0.3765 2.7214 -0.0443
C 0.4962 -0.7481 0.1654 2.1066 3.0566 0.3660
O 0.8930 1.1054 0.4225 -0.7972 -3.6289 -0.2195
S -0.3721 -1.2002 1.5554 -0.8288 -0.6941 0.2114
S 1.8299 -1.5072 -0.5010 1.1702 -1.3596 -0.2361
H -0.6622 1.9290 -0.6113 -0.6614 -1.6087 1.8602
H -0.9284 1.5523 1.2343 -0.7345 0.2010 0.1172
H -1.5764 -0.6529 -0.7730 0.2180 -0.3444 0.7753
H 1.7141 -1.3153 -1.8185 -0.4065 0.4574 -0.0532
```
Positions in Å, forces in eV/Å.

The strongest force on any atom comes out at 3.73 eV/A. The net charge is 0.

Atom-resolved charges from natural (NBO), all expressed in e: C -0.075; C -0.346; C -0.173; O -0.641; S 0.301; S 0.194; H 0.175; H 0.178; H 0.250; H 0.136



(2)
C3H4OS2 in the gas phase, computed with ωB97M-V/def2-TZVPD.

The geometry in XYZ format:
```
10
Properties=species:S:1:pos:R:3:forces:R:3
C 1.2616 -0.9271 1.5910 1.4557 0.9103 -1.5823
C 0.3182 -0.0806 0.7671 1.2457 -1.1864 0.3900
S -0.4350 1.2069 1.3484 -0.2288 0.0550 -0.2591
C 0.2160 -0.5983 -0.6853 -0.0813 0.3408 0.5323
O 0.8389 -1.5271 -1.1369 -0.0975 0.4121 0.5693
S -0.9108 0.3822 -1.5668 -0.1787 0.1109 -1.3319
H 2.2487 -1.0623 1.0073 -1.5724 0.0081 0.8651
H 1.4722 -0.4396 2.5213 0.0339 0.1258 0.5133
H 0.8093 -1.8793 1.7454 -0.1633 -0.9287 0.1162
H -0.4825 -0.1906 -2.7208 -0.4133 0.1520 0.1871
```
Positions in Å, forces in eV/Å.

The strongest force on any atom comes out at 2.33 eV/A. As for the SMILES: CC(=S)C(=O)S. The net charge is 0.

Atom-resolved charges from natural (NBO), all expressed in e: C -0.675; C -0.186; S 0.156; C 0.326; O -0.524; S 0.045; H 0.245; H 0.231; H 0.241; H 0.141



(3)
C3H4OS2 in the gas phase, computed with ωB97M-V/def2-TZVPD.

The geometry in XYZ format:
```
10
Properties=species:S:1:pos:R:3:forces:R:3
S 2.6537 -1.1028 -0.0505 -0.4878 1.0453 0.5297
C 1.5139 -0.0757 0.4860 -1.5657 -1.2752 -1.1450
C 0.4352 0.4769 -0.5122 0.9828 0.9705 -0.1292
O -0.8380 0.8646 0.0515 0.2788 -0.7919 -0.2058
C -1.7742 -0.0857 0.1351 -0.3218 -0.1644 1.8814
S -1.6689 -1.7041 -0.0610 0.1030 0.9122 -0.3657
H 1.2635 0.0470 1.5484 0.4341 0.3221 -0.2644
H 0.2474 -0.2298 -1.3295 0.3184 0.0824 0.3035
H 0.8114 1.4435 -0.9356 -0.1375 -0.8465 0.2796
H -2.6440 0.3660 0.6679 0.3957 -0.2545 -0.8841
```
Positions in Å, forces in eV/Å.

The strongest force on any atom comes out at 2.32 eV/A. As for the SMILES: S=CCOC=S. The net charge is 0.

Atom-resolved charges from natural (NBO), all expressed in e: S 0.103; C -0.287; C -0.168; O -0.477; C 0.047; S -0.073; H 0.209; H 0.231; H 0.221; H 0.195



(4)
C3H4OS2 in the gas phase, computed with ωB97M-V/def2-TZVPD.

The geometry in XYZ format:
```
10
Properties=species:S:1:pos:R:3:forces:R:3
S 2.5682 1.5476 0.0743 0.0250 -0.2152 -0.0424
C 2.3992 -0.0449 -0.1473 -0.4772 0.8792 0.0820
O 1.2673 -0.7465 -0.1585 0.0630 -0.5497 -0.3529
C -0.0334 -0.3274 0.0887 -0.6199 0.3085 0.0757
C -0.7550 0.6379 -0.4895 1.3045 -0.3695 0.2051
S -2.4105 1.0083 -0.1326 -0.3660 0.1505 -0.0662
H 3.2382 -0.7146 -0.3158 -0.1014 -0.0871 0.0063
H -0.4943 -1.0148 0.7890 0.0836 0.0499 0.0308
H -0.3247 1.3224 -1.2063 0.1137 -0.0331 -0.0576
H -2.5955 0.0738 0.8014 -0.0253 -0.1335 0.1191
```
Positions in Å, forces in eV/Å.

The strongest force on any atom comes out at 1.37 eV/A. As for the SMILES: S=CO/C=C/S. The net charge is 0.

Atom-resolved charges from natural (NBO), all expressed in e: S -0.071; C 0.053; O -0.482; C 0.078; C -0.393; S 0.074; H 0.194; H 0.185; H 0.244; H 0.118



(5)
C3H4OS3 in the gas phase, computed with ωB97M-V/def2-TZVPD.

The geometry in XYZ format:
```
11
Properties=species:S:1:pos:R:3:forces:R:3
O -2.4333 -1.4384 -1.7900 0.7656 0.1781 0.3713
C -1.3805 -1.2659 -1.2322 -1.4478 -0.0773 0.1675
S -1.2837 -0.7566 0.4723 -0.0913 0.0009 -0.1977
C 0.5057 -0.7204 0.6840 0.3940 -0.3653 -0.0044
S 1.4244 0.5692 -0.2151 -0.0382 0.0101 0.0270
C 0.7534 2.0216 0.4516 0.2705 0.0269 -0.2509
S 1.2491 3.5090 0.0646 -0.1171 -0.2937 0.0888
H -0.4219 -1.4325 -1.7006 0.7062 -0.0683 -0.3325
H 0.9534 -1.6782 0.3544 -0.2212 0.5057 0.1887
H 0.6833 -0.6300 1.7614 -0.0221 -0.0254 -0.2497
H -0.0498 1.8223 1.1497 -0.1986 0.1083 0.1920
```
Positions in Å, forces in eV/Å.

The strongest force on any atom comes out at 1.46 eV/A. As for the SMILES: O=CSCSC=S. The net charge is 0.

Atom-resolved charges from natural (NBO), all expressed in e: O -0.503; C 0.257; S 0.232; C -0.728; S 0.344; C -0.509; S 0.065; H 0.134; H 0.252; H 0.253; H 0.204



(6)
C3H4OSi in the gas phase, computed with ωB97M-V/def2-TZVPD.

The geometry in XYZ format:
```
9
Properties=species:S:1:pos:R:3:forces:R:3
C -1.6672 -1.8047 0.3000 1.8909 1.0888 0.4630
C -0.6708 -1.1764 0.5489 -0.5345 -0.7501 -0.3188
C 0.2519 -0.1492 0.6249 0.0658 5.6588 7.5551
O 0.2862 0.6066 1.8951 0.1005 -4.5856 -7.1213
Si 0.9174 0.9851 -0.7151 2.4124 1.2930 2.4665
H -2.6143 -2.1699 0.2697 -1.9585 -1.2122 -0.2564
H 2.4904 1.0813 -0.4771 -1.7257 0.0816 -0.1554
H 0.7875 0.3165 -1.9018 -0.5293 -0.8990 -2.3677
H 0.2188 2.3106 -0.5446 0.2785 -0.6753 -0.2650
```
Positions in Å, forces in eV/Å.

The strongest force on any atom comes out at 9.44 eV/A. As for the SMILES: C#CC(=O)[SiH3]. The net charge is 0.

Atom-resolved charges from natural (NBO), all expressed in e: C -0.074; C -0.116; C 0.054; O -0.524; Si 0.855; H 0.228; H -0.125; H -0.188; H -0.109



(7)
2 unconnected molecules or ions with the total composition C3H4P2, computed with ωB97M-V/def2-TZVPD.

The geometry in XYZ format:
```
9
Properties=species:S:1:pos:R:3:forces:R:3
C -0.5980 -0.7426 -0.1705 2.8821 1.0111 -1.5892
C 1.4932 0.8518 -0.4231 -0.9554 -1.5218 0.7110
C 0.4634 0.0684 -0.3111 -2.2042 -1.3611 -0.4097
P -0.7536 -2.8772 2.6057 0.4271 -1.3630 -1.6126
P -0.3756 -4.0368 1.1153 -0.4214 1.1705 1.7589
H -1.3772 -0.2939 0.3985 -0.8853 -0.5104 0.4241
H -0.6062 -1.6998 -0.7625 -0.4251 1.2096 0.9389
H 1.5950 1.6051 -1.1385 0.2150 0.9916 -0.9237
H 2.2399 0.5648 0.2597 1.3673 0.3736 0.7023
```
Positions in Å, forces in eV/Å.

The strongest force on any atom comes out at 3.44 eV/A. The net charge is 0.

Atom-resolved charges from natural (NBO), all expressed in e: C -0.537; C -0.515; C 0.125; P 0.017; P -0.010; H 0.232; H 0.236; H 0.227; H 0.225



(8)
C3H4S in the gas phase, computed with ωB97M-V/def2-TZVPD.

The geometry in XYZ format:
```
8
Properties=species:S:1:pos:R:3:forces:R:3
C 1.7615 -0.8758 -0.0165 1.7502 0.1233 -0.2466
C 0.9262 -0.0430 0.1606 -5.2677 1.1277 0.2662
C -0.5538 0.6514 0.2887 3.6799 -2.3386 2.2494
S -2.0366 -0.2062 -0.0765 -0.7428 -0.9127 0.3002
H 2.7429 -1.2392 -0.2043 -0.0714 -0.5414 0.0367
H -0.5186 1.4966 -0.2735 0.2758 2.5765 -1.3664
H -0.6850 0.8829 1.3525 0.3130 0.3449 -0.2774
H -1.6365 -0.6667 -1.2310 0.0630 -0.3798 -0.9622
```
Positions in Å, forces in eV/Å.

The strongest force on any atom comes out at 5.39 eV/A. As for the SMILES: C#CCS. The net charge is 0.

Atom-resolved charges from natural (NBO), all expressed in e: C -0.256; C -0.017; C -0.577; S 0.035; H 0.235; H 0.220; H 0.243; H 0.116



(9)
2 unconnected molecules or ions with the total composition C3H4S2, computed with ωB97M-V/def2-TZVPD.

The geometry in XYZ format:
```
9
Properties=species:S:1:pos:R:3:forces:R:3
C 0.9657 -1.1093 2.5936 0.3283 0.0286 0.9667
C 0.6002 -0.9954 1.4718 -0.4070 -0.6395 -2.0993
C 0.2043 -1.1389 0.0994 0.1250 2.4306 -0.6216
S -0.9348 -2.1601 -0.4022 0.3118 -0.0260 -0.0963
H 1.2827 -1.2512 3.5797 0.2166 0.0540 0.7364
H 0.6210 -0.2893 -0.5945 -0.5649 -1.8439 1.1220
S -1.4959 2.1295 -2.3057 -0.5675 -0.7262 0.1129
H -0.3616 1.5544 -1.9161 0.1583 -0.1560 0.0604
H -0.8816 3.2603 -2.5258 0.3995 0.8783 -0.1812
```
Positions in Å, forces in eV/Å.

The strongest force on any atom comes out at 2.51 eV/A. As for the SMILES: C#CC=S.S. The net charge is 0.

Atom-resolved charges from natural (NBO), all expressed in e: C -0.139; C -0.080; C -0.370; S 0.138; H 0.236; H 0.216; S -0.262; H 0.129; H 0.133



(10)
C3H4S2 in the gas phase, computed with ωB97M-V/def2-TZVPD.

The geometry in XYZ format:
```
9
Properties=species:S:1:pos:R:3:forces:R:3
S 2.6696 0.0686 -0.1331 -0.6953 0.0728 0.1468
C 1.1367 -0.4492 -0.0856 0.5432 -2.2906 -2.4590
C 0.0004 0.0146 0.6604 -4.3710 -1.9602 -2.1934
C -1.3440 0.8099 -0.0720 4.6513 -2.3541 0.0771
S -2.5881 -0.2108 -0.1429 -0.3033 1.7813 -0.4850
H 0.8541 -1.4054 -0.6717 0.6919 1.4438 0.5838
H -0.4161 -0.8563 1.2155 -0.1305 0.2424 -0.8828
H 0.2954 0.5498 1.4026 2.0270 4.3110 4.5287
H -0.7960 1.7355 -0.5468 -2.4132 -1.2463 0.6838
```
Positions in Å, forces in eV/Å.

The strongest force on any atom comes out at 6.57 eV/A. As for the SMILES: S=CCC=S. The net charge is 0.

Atom-resolved charges from natural (NBO), all expressed in e: S 0.071; C -0.259; C -0.537; C -0.291; S 0.142; H 0.188; H 0.232; H 0.207; H 0.246



For the records above, the corresponding E_tot values read -988.1790; -988.2979; -988.2594; -988.2630; -1386.4788; -481.2508; -799.2989; -514.7877; -912.9659; -912.9586 a.u..